Record 1
A single C9H8N2 molecule at a distorted geometry. Source: OMol25; level of theory: ωB97M-V/def2-TZVPD.

Atoms and positions in Å:
C  3.03  -0.30  -0.04
C  2.02  -1.16  -0.19
C  2.77  1.06  0.18
C  0.67  -0.90  0.00
C  0.60  0.46  0.33
C  -0.36  -1.82  -0.09
C  -3.20  0.63  0.37
C  -1.99  1.17  -0.37
C  -2.11  -0.26  0.16
N  1.49  1.32  0.26
N  -1.66  -1.44  0.16
H  3.93  -0.68  -0.10
H  2.36  -2.11  -0.59
H  3.45  1.93  0.13
H  -0.16  -2.81  -0.19
H  -3.27  1.00  1.38
H  -4.21  0.60  0.02
H  -1.77  1.15  -1.48
H  -1.59  2.17  0.07

Properties
**Energy above the lowest of the compared OMol25 structures with the same formula, charge and spin**: 162.44 kcal/mol
**Net charge**: 0
**Orbital gap (spin up / spin down)**: 0.2862 / 0.2358 Eh
**E_HOMO (spin up / spin down)**: -7.166 / -7.297 eV
**LUMO level (spin up / spin down)**: 0.023 / -0.032 hartree

Record 2
A single C9H8N2 molecule at a distorted geometry. Source: OMol25; level of theory: ωB97M-V/def2-TZVPD.

Atoms and positions in Å:
N  2.61  0.44  -0.96
C  1.59  0.27  0.00
C  1.71  0.95  1.39
C  0.76  0.45  2.23
C  -0.42  -0.39  1.99
C  -0.69  -0.35  0.60
C  -2.06  -0.80  0.21
C  -2.35  -0.82  -1.02
N  -1.55  -0.10  -2.06
C  -0.26  0.09  -1.78
C  0.17  -0.05  -0.41
H  2.22  0.18  -2.05
H  3.43  1.22  -0.85
H  2.59  1.28  1.88
H  0.78  0.92  3.36
H  -1.11  -0.82  2.65
H  -2.85  -1.04  1.03
H  -3.34  -1.06  -1.48
H  0.19  0.83  -2.73

Properties
**Energy above the lowest of the compared OMol25 structures with the same formula, charge and spin**: 110.64 kcal/mol
**Net charge**: 0
**Orbital gap**: 0.2901 Eh
**SMILES**: Nc1cccc2ccncc12
**E_HOMO**: -7.635 eV
**LUMO level**: 0.010 hartree

Record 3
A single C9H8N2O2S molecule at a distorted geometry. Source: OMol25; level of theory: ωB97M-V/def2-TZVPD.

Atoms and positions in Å:
C  2.19  1.70  2.13
C  1.36  2.68  1.55
C  2.12  0.37  1.81
C  0.47  2.20  0.54
C  1.23  -0.06  0.81
C  0.42  0.84  0.16
C  -1.10  -1.10  -0.56
C  -0.83  1.08  -1.73
C  -1.89  -3.05  -1.37
N  -0.54  0.37  -0.75
N  -1.60  -1.63  -1.60
O  -0.92  -1.48  0.56
O  -1.69  -1.09  -2.79
S  -1.16  2.22  -2.73
H  2.90  2.03  3.01
H  1.54  3.78  1.90
H  2.75  -0.32  2.36
H  -0.35  2.82  0.12
H  1.35  -1.09  0.39
H  -1.11  -3.63  -0.73
H  -2.81  -3.16  -0.77
H  -2.33  -3.48  -2.31

Properties
**Energy above the lowest of the compared OMol25 structures with the same formula, charge and spin**: 135.01 kcal/mol
**Net charge**: 0
**Orbital gap**: 0.2365 Eh
**E_HOMO**: -7.451 eV
**LUMO level**: -0.037 hartree

Record 4
C9H8N2SbScSe4 as an isolated structure. Source: OMol25; level of theory: ωB97M-V/def2-TZVPD.

Atoms and positions in Å:
Sc  1.26  1.84  -0.10
Se  4.78  4.36  -1.86
Sb  3.40  4.29  0.06
Se  3.45  1.78  0.94
Se  0.90  4.16  -0.81
Se  3.37  5.65  2.00
N  -1.08  1.57  0.15
C  -1.55  0.20  0.10
C  -2.86  -0.15  0.19
C  -3.24  -1.51  0.16
C  -2.30  -2.49  0.03
C  -0.93  -2.16  -0.07
C  0.10  -3.12  -0.18
C  1.40  -2.72  -0.26
C  1.69  -1.34  -0.24
N  0.75  -0.42  -0.16
C  -0.56  -0.80  -0.06
H  -1.41  2.04  0.99
H  -1.43  2.12  -0.63
H  -3.61  0.61  0.31
H  -4.29  -1.77  0.23
H  -2.59  -3.54  0.01
H  -0.16  -4.17  -0.19
H  2.21  -3.43  -0.32
H  2.71  -0.99  -0.29

Properties
**Energy above the lowest of the compared OMol25 structures with the same formula, charge and spin**: 0.00 kcal/mol
**Net charge**: 0
**Orbital gap**: 0.1928 Eh
**E_HOMO**: -7.111 eV
**LUMO level**: -0.069 hartree

Record 5
An isolated ion of composition C9H8N3 and charge +1 at a distorted geometry. Source: OMol25; level of theory: ωB97M-V/def2-TZVPD.

Atoms and positions in Å:
C  -2.96  -0.85  0.08
C  -2.98  0.54  0.03
C  -1.76  -1.53  0.01
C  -1.82  1.25  -0.10
C  0.64  1.26  0.00
C  -0.64  -0.75  0.09
C  1.78  -0.87  -0.13
C  3.10  0.89  0.03
C  3.22  -1.28  -0.06
N  3.93  -0.05  0.07
N  1.80  0.47  -0.01
N  -0.62  0.62  0.04
H  -3.89  -1.56  0.04
H  -3.91  1.18  0.00
H  -1.67  -2.64  -0.19
H  -1.89  2.25  -0.41
H  0.68  2.36  0.01
H  3.43  1.96  0.16
H  3.12  -2.00  0.79
H  3.57  -1.68  -0.98

Properties
**Energy above the lowest of the compared OMol25 structures with the same formula, charge and spin**: 143.78 kcal/mol
**Net charge**: +1
**Orbital gap (spin up / spin down)**: 0.2911 / 0.2269 Eh
**E_HOMO (spin up / spin down)**: -12.421 / -11.819 eV
**LUMO level (spin up / spin down)**: -0.165 / -0.207 hartree

Record 6
A 2-piece molecular cluster, C9H8N3O2 overall at a distorted geometry. Source: OMol25; level of theory: ωB97M-V/def2-TZVPD.

Atoms and positions in Å:
C  2.99  1.59  1.72
C  -0.93  2.52  -2.25
C  -0.68  2.37  -0.92
C  -0.58  0.45  -1.94
C  2.51  1.46  0.52
C  -0.48  0.44  0.57
C  2.61  1.36  -0.86
C  0.09  -1.50  2.07
C  0.08  -0.93  0.63
N  3.31  1.52  2.87
N  -0.84  1.26  -2.90
N  -0.51  1.00  -0.71
O  2.94  0.73  -1.84
O  2.01  2.52  -0.52
H  -0.81  3.28  -3.04
H  -0.63  3.13  -0.03
H  -0.66  -0.66  -2.02
H  0.87  -0.92  2.73
H  0.57  -2.55  1.97
H  -0.91  -1.47  2.53
H  -0.81  -1.49  -0.02
H  1.00  -0.98  0.17

Properties
**Energy above the lowest of the compared OMol25 structures with the same formula, charge and spin**: 121.04 kcal/mol
**Net charge**: -1
**Orbital gap**: 0.2418 Eh
**E_HOMO**: -3.635 eV
**LUMO level**: 0.108 hartree

Record 7
An isolated ion of composition C9H8N3O2S and charge -1 at a distorted geometry. Source: OMol25; level of theory: ωB97M-V/def2-TZVPD.

Atoms and positions in Å:
C  2.62  0.04  0.40
C  1.82  1.16  0.18
C  1.91  -1.25  0.47
C  0.45  1.09  0.10
C  0.52  -1.33  0.37
C  -0.18  -0.12  0.22
C  -4.93  1.15  0.02
C  -2.39  1.03  -0.14
C  -2.52  -1.24  0.03
N  -3.74  0.36  -0.43
N  -3.70  -0.94  -0.27
N  -1.59  -0.19  0.03
O  -5.96  0.45  0.07
O  -4.69  2.29  0.37
S  -2.20  -3.01  0.27
H  3.68  -0.07  0.42
H  2.24  2.18  0.24
H  2.53  -2.22  0.58
H  -0.08  2.02  0.08
H  -0.05  -2.24  0.42
H  -1.98  1.58  -0.92
H  -2.49  1.70  0.71
H  -3.60  -3.35  0.54

Properties
**Net charge**: -1
**Spin multiplicity**: 3
**Orbital gap (spin up / spin down)**: 0.1316 / 0.2656 Eh
**E_HOMO (spin up / spin down)**: -0.653 / -5.454 eV
**LUMO level (spin up / spin down)**: 0.108 / 0.065 hartree

Record 8
A 2-piece molecular cluster, C9H8N3O3 overall at a distorted geometry. Source: OMol25; level of theory: ωB97M-V/def2-TZVPD.

Atoms and positions in Å:
C  -0.04  2.15  0.13
C  -1.10  -2.23  2.12
C  -1.07  -0.91  2.62
C  -0.87  -2.49  0.80
C  -0.94  0.05  1.63
C  -0.60  -1.47  -0.07
C  2.36  0.46  -0.56
C  2.73  1.29  -1.49
C  -0.46  0.91  -0.49
N  0.37  3.09  0.65
N  -0.83  -0.20  0.31
N  -0.68  0.83  -1.82
O  -0.50  2.02  -2.41
O  2.04  -0.28  0.28
O  -1.08  -0.09  -2.50
H  -1.35  -3.06  2.72
H  -1.16  -0.69  3.63
H  -1.03  -3.43  0.48
H  -1.22  1.06  1.92
H  -0.37  -1.81  -1.08
H  3.28  2.17  -1.21
H  3.30  0.75  -2.24
H  -0.77  1.86  -3.43

Properties
**Energy above the lowest of the compared OMol25 structures with the same formula, charge and spin**: 41.29 kcal/mol
**Net charge**: +1
**Orbital gap**: 0.2870 Eh
**E_HOMO**: -12.911 eV
**LUMO level**: -0.187 hartree

Record 9
C9H8N4S2ScSe as an isolated structure. Source: OMol25; level of theory: ωB97M-V/def2-TZVPD.

Atoms and positions in Å:
Sc  -0.55  0.12  -0.10
C  2.08  -4.77  -1.99
S  0.65  -4.53  -0.92
C  0.53  -2.82  -0.87
S  -0.77  -2.20  0.13
N  1.36  -2.07  -1.53
N  1.12  -0.75  -1.38
C  1.88  0.05  -2.03
C  1.65  1.48  -1.86
C  2.40  2.43  -2.52
C  2.13  3.77  -2.30
C  1.12  4.11  -1.41
C  0.41  3.11  -0.79
N  0.65  1.80  -1.01
H  2.21  -5.84  -2.08
H  2.96  -4.32  -1.55
H  1.88  -4.34  -2.97
H  2.67  -0.32  -2.66
H  3.18  2.12  -3.20
H  2.71  4.54  -2.80
H  0.88  5.15  -1.20
H  -0.38  3.34  -0.10
Se  -2.59  1.64  0.26
C  -2.43  0.28  1.48
N  -2.07  -0.60  2.14

Properties
**Energy above the lowest of the compared OMol25 structures with the same formula, charge and spin**: 3.23 kcal/mol
**Net charge**: +1
**Orbital gap**: 0.2559 Eh
**E_HOMO**: -12.007 eV
**LUMO level**: -0.185 hartree

Record 10
A 2-piece molecular cluster, C9H8N5O overall at a distorted geometry. Source: OMol25; level of theory: ωB97M-V/def2-TZVPD.

Atoms and positions in Å:
C  -4.62  0.04  0.14
C  -4.01  0.68  -0.94
C  -4.00  -0.91  0.97
C  -2.76  0.37  -1.28
C  -2.66  -1.13  0.69
C  -2.07  -0.48  -0.39
C  4.13  -0.37  -1.05
C  0.38  -0.06  -0.44
C  4.69  1.41  0.67
N  3.63  -1.62  -1.06
N  3.55  -1.81  0.22
N  3.85  -0.75  0.92
N  -0.72  -0.48  -0.67
N  4.29  0.15  0.17
O  1.42  0.41  -0.22
H  -5.73  0.19  0.28
H  -4.71  1.41  -1.49
H  -4.60  -1.36  1.78
H  -2.32  0.75  -2.21
H  -2.09  -1.61  1.37
H  5.32  1.28  1.52
H  5.25  1.93  -0.07
H  3.76  1.94  1.10

Properties
**Energy above the lowest of the compared OMol25 structures with the same formula, charge and spin**: 0.00 kcal/mol
**Net charge**: +1
**Spin multiplicity**: 3
**Orbital gap (spin up / spin down)**: 0.3066 / 0.1535 Eh
**E_HOMO (spin up / spin down)**: -12.719 / -12.559 eV
**LUMO level (spin up / spin down)**: -0.161 / -0.308 hartree

Record 11
A single C9H8O3 molecule at a distorted geometry. Source: OMol25; level of theory: ωB97M-V/def2-TZVPD.

Atoms and positions in Å:
O  1.91  -0.18  -4.07
C  1.52  -0.23  -2.86
C  1.99  -1.24  -1.84
C  1.60  -1.37  -0.45
C  0.54  -0.70  0.28
C  0.64  -0.29  1.63
C  -0.21  0.55  2.25
C  -1.41  1.02  1.55
O  -2.14  2.10  1.97
C  -1.61  0.51  0.21
O  -2.76  0.78  -0.47
C  -0.56  -0.29  -0.38
H  0.65  0.52  -2.62
H  2.90  -1.75  -2.10
H  2.19  -2.19  0.03
H  1.61  -0.68  2.18
H  0.04  0.87  3.23
H  -2.56  1.90  2.73
H  -3.30  1.48  0.05
H  -1.03  -0.82  -1.31

Properties
**Energy above the lowest of the compared OMol25 structures with the same formula, charge and spin**: 58.18 kcal/mol
**Net charge**: 0
**Orbital gap**: 0.2934 Eh
**SMILES**: O=C/C=C\c1ccc(O)c(O)c1
**E_HOMO**: -8.573 eV
**LUMO level**: -0.022 hartree

Record 12
A single C9H8O3S molecule at a distorted geometry. Source: OMol25; level of theory: ωB97M-V/def2-TZVPD.

Atoms and positions in Å:
C  1.88  -0.36  2.97
C  2.70  -0.31  1.80
C  0.53  -0.58  2.83
C  2.11  -0.50  0.54
C  -0.09  -0.50  1.55
C  0.71  -0.44  0.46
C  -1.61  1.53  -1.88
C  -2.48  0.55  -2.63
C  -2.56  -0.73  -2.33
O  -2.54  -1.90  -2.21
O  0.77  -0.17  -2.14
O  -1.09  0.99  -0.72
S  -0.21  -0.47  -1.16
H  2.35  -0.33  3.96
H  3.79  -0.22  1.97
H  0.09  -0.73  3.74
H  2.63  -0.46  -0.42
H  -1.11  -0.45  1.55
H  -0.92  1.81  -2.63
H  -1.98  2.46  -1.62
H  -2.97  0.81  -3.62

Properties
**Energy above the lowest of the compared OMol25 structures with the same formula, charge and spin**: 59.57 kcal/mol
**Net charge**: 0
**Orbital gap**: 0.3455 Eh
**E_HOMO**: -9.067 eV
**LUMO level**: 0.012 hartree